*a*
The following is a quantum chemistry calculation of one molecule with the formula C7H12N2O, from OMol25.

Last column: Mulliken charge in e.
CARTESIAN COORDINATES (ANGSTROEM)
C (-1.42, 0.64, 1.74)  -1.611
C (-0.47, -0.17, 0.91)  -0.128
C (-0.62, -0.48, -0.55)  0.823
C (-0.55, -1.86, -1.12)  -1.521
C (-1.14, 0.74, -1.30)  -0.828
N (-0.10, 1.62, -0.70)  -0.569
C (0.51, 0.45, -0.06)  0.745
C (1.97, 0.24, -0.14)  0.025
N (2.66, 0.10, 1.01)  -0.348
H (-1.71, 1.57, 1.24)  0.349
H (-2.34, 0.06, 1.95)  0.346
H (-0.96, 0.91, 2.71)  0.381
H (-0.05, -1.03, 1.45)  0.438
H (-1.56, -2.30, -1.19)  0.364
H (-0.11, -1.85, -2.13)  0.358
H (0.06, -2.52, -0.49)  0.316
H (-1.02, 0.63, -2.39)  0.352
H (-2.18, 1.06, -1.09)  0.263
H (0.53, 1.98, -1.40)  0.376
O (2.56, 0.28, -1.22)  -0.554
H (2.42, -0.67, 1.62)  0.207
H (3.52, 0.62, 1.16)  0.217

As for the structure (SMILES): C[C@H]1[C@@]2(C)CN[C@@]12C(N)=O. For the LUMO energy, the calculation gives 0.029 Ha. The HOMO energy is -0.311 Ha. The gap between HOMO and LUMO is 9.256 eV. Its net charge is 0.



*b*
The following is a quantum chemistry calculation of a 2-piece molecular cluster, C7H12N2O overall, from OMol25.

Last column: Mulliken charge in e.
CARTESIAN COORDINATES (ANGSTROEM)
C (-1.64, -2.61, -1.38)  -0.464
C (-1.42, -1.46, -0.67)  -0.130
C (0.48, -2.11, -1.46)  -0.091
C (1.50, -0.02, 0.63)  -1.313
C (0.07, 2.66, 0.34)  -1.258
C (0.48, 0.17, -0.32)  0.452
C (-0.55, 1.29, 0.28)  0.346
N (-0.36, -3.03, -1.86)  -0.629
N (-0.17, -1.04, -0.78)  0.154
O (-1.71, 0.97, 0.34)  -0.560
H (-2.59, -3.11, -1.40)  0.355
H (-2.23, -0.95, -0.16)  0.421
H (1.60, -2.12, -1.47)  0.291
H (2.19, 0.83, 0.84)  0.234
H (0.85, -0.12, 1.51)  0.337
H (2.12, -0.86, 0.54)  0.426
H (-0.78, 3.24, 0.71)  0.389
H (0.54, 2.75, -0.63)  0.399
H (0.99, 2.61, 0.88)  0.357
H (-0.18, 1.11, 2.33)  -0.205
H (0.90, 0.61, -1.36)  0.253
H (-0.09, 1.20, 3.10)  0.235

As for the structure (SMILES): CC(=O)[C@@H](C)n1ccnc1.[H][H]. For the LUMO energy, the calculation gives 0.014 Ha. The HOMO energy is -0.306 Ha. The gap between HOMO and LUMO is 8.710 eV. Its net charge is 0.



Of them, *a* has the highest stability.